No. 1
A structure of composition C19H21N2O5 in a non-equilibrium geometry. Source: OMol25; level of theory: ωB97M-V with the def2-TZVPD basis set.

Structure (XYZ):
```
47
Properties=species:S:1:pos:R:3:forces:R:3:mulliken_charge:R:1
C 4.0823 -1.1930 3.7485 0.061 -0.353 -0.092 -1.35
H -4.3704 -0.3846 3.6159 -0.005 -0.203 -0.216 0.29
O 1.9221 -0.4177 3.2001 -0.424 0.673 0.402 -0.17
C -0.1999 1.5725 -1.6442 0.211 -0.615 0.759 -0.46
H 5.0772 -0.9335 4.0879 0.275 0.123 0.083 0.42
C -0.7150 1.5378 -2.9372 -0.011 -0.084 -0.221 -0.79
H -2.9399 -1.0014 -2.5818 0.542 0.147 0.026 0.39
C 0.9540 0.5384 3.2344 0.374 0.472 -0.629 -0.44
C -1.4024 1.0825 2.6893 -0.705 1.259 -0.626 0.48
O 1.1346 1.6375 3.7219 -0.552 -1.204 0.013 -0.66
C -1.6228 0.5367 -3.3273 -0.135 0.339 0.478 0.42
H -2.2905 0.3905 4.5048 -0.206 -0.003 -0.142 0.26
H 0.0305 -1.6575 3.7854 0.042 0.070 -0.430 0.22
C -1.9104 -2.0181 3.0991 0.046 -0.239 -0.101 -1.19
H -3.1034 1.7698 3.6703 0.103 -0.382 0.257 0.41
H -3.8207 -2.1763 2.1499 0.100 0.249 -0.108 0.53
O 2.7892 2.7876 1.0960 0.608 0.223 0.197 -0.87
H 3.6234 0.7409 2.9507 -0.143 0.047 0.078 0.24
H -1.8445 -1.1439 -0.3455 0.130 0.576 -0.725 0.35
C -1.5455 -0.3691 -1.0750 0.474 0.240 0.483 -0.25
H -2.6612 -1.1949 1.2475 -0.067 -0.170 0.320 -0.65
O -1.3486 2.1814 2.1238 -0.873 -1.503 1.396 -0.63
O 2.8723 0.5897 0.8075 1.033 0.257 -0.067 -0.77
H 0.5415 2.3547 -1.3994 -0.538 -0.688 0.072 0.42
H 0.0438 -1.9954 2.0789 -0.425 0.148 0.230 0.33
C 0.1975 0.3474 0.6037 1.370 0.103 2.406 0.86
C -2.0667 0.4127 -4.7038 -0.778 -0.044 -2.187 0.04
C -0.5388 0.5437 -0.6912 -1.269 -0.358 -0.536 0.03
C -0.3447 0.0426 2.5486 0.497 0.543 -0.800 1.77
C -2.1092 -0.3258 -2.3345 -0.493 -0.700 -0.665 -1.04
H -0.4153 2.2964 -3.6720 -0.007 -0.404 0.375 0.40
N -2.4057 0.3089 -5.8260 0.859 0.243 2.877 -0.58
H 0.7314 -0.6274 0.7441 -0.022 1.207 -1.024 0.63
H -4.1694 0.3925 2.0580 0.248 -0.022 0.185 0.38
C -0.5110 -1.4259 2.8508 -0.204 -0.796 1.087 -0.43
C -2.6307 0.7848 3.5376 0.328 0.591 -0.331 -1.09
N 2.2366 1.6792 0.9649 -3.195 -0.864 -0.571 1.38
H 4.1692 -1.6570 2.7669 -0.030 -0.040 -0.015 0.31
H 3.6631 -1.9049 4.4539 -0.044 -0.229 0.057 0.31
C 0.8580 1.5746 0.9607 2.843 1.435 -1.867 -1.83
C 3.2258 0.0260 3.6715 -0.525 0.274 -0.023 -0.08
H -2.2002 -1.9026 4.1550 0.199 -0.021 -0.158 0.44
C -3.6226 -0.1466 2.8462 -0.470 -0.076 0.274 -0.83
H 0.2277 2.4725 0.9808 1.230 -0.469 -0.055 0.68
H -1.8501 -3.1053 2.9271 0.002 0.294 0.042 0.45
C -3.0217 -1.4266 2.2576 -0.473 -0.019 -0.327 0.37
H 3.0971 0.5022 4.6495 0.021 -0.027 -0.181 0.31
```
Positions in Å, forces in eV/Å.

## Properties
**LUMO**: 2.30 eV
**Charge**: -1
**Gap between HOMO and LUMO**: 0.198 Eh
**Calculated total energy**: -1222.1704 a.u.
**ΔE to the lowest compared entry with this formula, charge and spin**: 107.9 kcal per mole

No. 2
An isolated molecule of C19H21N3O in a non-equilibrium geometry. Source: OMol25; level of theory: ωB97M-V with the def2-TZVPD basis set.

Structure (XYZ):
```
44
Properties=species:S:1:pos:R:3:forces:R:3:mulliken_charge:R:1
C 3.0789 -0.4829 2.4574 -0.187 -1.087 0.907 -1.59
C 1.5372 -0.6459 2.2640 0.049 1.593 1.848 0.48
H 3.5923 -0.8547 1.6110 0.542 -0.454 -1.088 0.41
H -2.8507 6.0523 -0.1193 0.037 -0.715 -0.121 0.37
C 0.5962 -3.5989 0.5779 0.635 0.168 0.098 0.49
H -0.8182 4.9082 0.3955 0.114 -1.046 -0.919 0.33
H -3.7344 2.8014 -1.7889 0.227 0.057 -1.422 0.38
N 0.9799 -6.2855 -2.6784 0.514 -1.507 -0.929 -0.63
H -2.6858 5.7094 -1.8527 -0.368 -0.517 0.950 0.30
H -0.5998 -5.9248 0.2805 -0.453 -0.606 0.568 0.48
N 0.0750 -3.7878 1.7511 -2.786 -3.243 0.326 -0.47
C 0.7245 2.0035 -0.4855 -2.295 0.313 2.212 -0.89
C -2.4426 3.8766 -0.6507 1.414 0.921 -0.810 0.58
H -1.3026 3.1000 2.1068 0.769 -0.304 -0.517 0.32
C -0.0001 -5.7488 -0.5756 0.769 1.499 -0.746 -0.42
C 0.6229 -4.4987 -0.6526 0.881 0.374 0.571 0.29
C 1.2240 0.8427 0.1495 0.056 0.370 -0.182 0.23
C 0.9606 0.5564 1.5026 -1.445 0.818 -0.792 0.18
H -2.9657 3.3476 0.1804 0.687 0.378 -0.409 0.43
C -3.0608 5.2704 -0.8808 0.445 0.922 -0.162 -1.49
H 2.2201 -4.8923 -3.6166 1.052 -0.120 -1.598 0.43
C -0.8811 4.0613 -0.3699 -0.682 1.653 -0.206 -1.25
C 0.2188 -6.6109 -1.6237 1.784 3.808 -0.186 -0.43
H -2.4949 3.8493 -2.7956 -0.610 -0.408 -0.105 0.34
C 1.4526 -4.1775 -1.7643 0.493 -0.179 0.247 -0.19
H 0.9028 2.1589 -1.5246 0.272 0.182 -0.566 0.39
H 2.0268 -3.2275 -1.8284 -0.695 -0.715 0.334 0.35
O 0.2633 -2.7023 2.5777 1.936 0.204 -3.399 -0.18
C -0.5275 2.5298 1.5464 -1.130 0.807 -1.358 -0.59
N 1.3078 -2.4528 0.5781 -0.056 2.205 1.237 -0.28
C -0.2369 2.8560 0.1978 2.014 -1.549 0.452 0.71
C 1.6610 -5.1591 -2.7856 -3.218 1.189 3.996 -0.40
C 1.0476 -1.9341 1.7591 1.029 -0.033 -0.958 0.02
H -0.3154 4.4366 -1.2901 -1.011 -0.535 0.975 0.33
H 3.3786 0.5514 2.5496 -0.297 0.311 0.227 0.40
H 1.7713 0.1552 -0.5041 0.150 0.149 0.571 0.35
C -0.0132 1.4121 2.1096 1.441 -2.212 2.215 -0.61
H -4.1414 5.2005 -0.9473 -0.238 -0.026 -0.165 0.40
H -0.1289 -7.5424 -1.5405 -1.461 -3.614 -0.312 0.50
H 1.1331 -0.6143 3.3041 0.016 0.305 -0.693 0.34
H 3.4899 -1.0593 3.3379 -0.702 0.583 -0.805 0.36
C -2.7018 3.1373 -1.9910 0.655 -1.081 1.644 -1.28
H -0.3321 1.1428 3.1590 0.412 0.364 -1.162 0.20
H -2.0314 2.2404 -2.1295 -0.759 0.775 0.233 0.30
```
Positions in Å, forces in eV/Å.

## Properties
**LUMO**: 0.26 eV
**Structure (SMILES)**: CC(C)Cc1ccc([C@H](C)c2nc(-c3ccncc3)no2)cc1
**Charge**: 0
**Gap between HOMO and LUMO**: 0.334 Eh
**Calculated total energy**: -976.0292 a.u.
**ΔE to the lowest compared entry with this formula, charge and spin**: 107.7 kcal per mole

No. 3
An isolated molecule of C19H21N3O3. Source: OMol25; level of theory: ωB97M-V with the def2-TZVPD basis set.

Structure (XYZ):
```
46
Properties=species:S:1:pos:R:3:forces:R:3:mulliken_charge:R:1
C 4.3197 0.0658 0.1228 -0.153 -0.224 0.042 0.72
C -4.9494 0.2818 0.2312 -0.062 0.114 -0.058 -0.34
C -0.3012 -1.3487 -1.6271 -0.398 -0.131 -0.292 0.46
C -1.4876 -2.7508 -0.0573 -0.155 -0.104 0.072 0.23
H 5.7684 1.8915 -1.1132 0.062 -0.065 0.073 0.34
N -3.7127 2.3097 0.4443 0.405 0.077 0.290 -0.52
C -1.5291 -2.2404 -1.4966 -0.018 -0.001 -0.032 -0.94
H -4.4026 3.9500 -0.5450 -0.070 0.083 -0.080 0.39
H 3.6153 1.6775 -1.1275 0.051 0.096 -0.011 0.36
C 3.3891 0.7271 -0.6714 0.334 0.071 0.103 -0.27
N -2.0636 -0.5807 0.8622 0.107 0.444 0.030 0.01
H 0.5041 -3.6129 0.0871 -0.021 0.062 0.089 0.53
C 1.7905 -1.0522 -0.3484 0.317 0.267 -0.074 0.39
O -3.1811 -2.3924 1.6090 -0.336 -0.174 0.179 -0.69
H 0.1666 -2.3960 1.3424 0.029 -0.053 -0.068 0.55
H -5.0497 -0.7592 0.4974 -0.003 -0.126 0.049 0.46
C 5.4702 2.9059 0.7864 0.043 -0.395 -0.150 -1.04
N 0.5209 -1.6148 -0.5730 -0.070 -0.096 0.272 0.17
H 7.1064 1.7146 0.0400 -0.152 0.021 -0.103 0.31
H -3.3265 -0.1655 2.4258 0.130 0.114 -0.048 0.50
H -2.4361 -1.6891 -1.7441 0.069 0.020 -0.047 0.34
C 6.0174 1.7554 -0.0537 0.082 0.442 -0.017 -0.43
C 2.1416 0.1752 -0.8993 -0.150 -0.065 -0.034 -0.91
H -6.3706 2.7769 -1.5402 -0.040 0.068 -0.049 0.37
H 2.4914 -2.6714 0.8908 -0.046 -0.104 0.049 0.39
C -5.8616 0.9082 -0.6001 0.095 0.013 0.047 -0.55
O 5.5811 0.4911 0.4035 -0.095 -0.244 0.097 -0.47
H 4.6868 -1.6754 1.2939 0.082 -0.063 0.076 0.40
H 4.3853 2.9478 0.7297 -0.081 0.066 0.011 0.34
H 1.4417 0.7015 -1.5261 -0.033 0.001 -0.018 0.41
H -6.6995 0.3607 -1.0070 -0.057 -0.034 -0.021 0.41
H -1.4303 -3.0581 -2.2138 0.022 0.022 -0.008 0.35
C -4.5906 2.9030 -0.3461 -0.317 0.133 -0.273 -0.27
C -3.8870 1.0284 0.7326 -0.039 -0.155 0.087 0.84
H -1.4253 -0.2073 0.1775 0.011 -0.090 0.043 0.14
C 2.7223 -1.7149 0.4503 -0.108 0.051 -0.094 -0.29
H -1.8531 -3.7749 0.0349 0.032 0.173 0.055 0.44
H -2.1836 1.1532 2.0136 -0.126 -0.061 -0.015 0.31
C 3.9629 -1.1625 0.6809 0.164 0.241 -0.041 -0.84
C 0.0046 -2.6584 0.2937 0.017 -0.288 0.157 -1.14
H 5.7542 2.7688 1.8268 0.025 0.023 0.088 0.30
O -0.1101 -0.5492 -2.5145 0.050 0.148 -0.181 -0.66
C -2.8447 0.3830 1.6120 -0.146 -0.037 0.140 -1.30
C -2.3422 -1.8998 0.8839 0.478 -0.353 -0.343 0.21
H 5.8795 3.8468 0.4293 0.024 0.128 -0.028 0.35
C -5.6820 2.2509 -0.8977 0.044 -0.014 0.035 -0.37
```
Positions in Å, forces in eV/Å.

## Properties
**LUMO**: 0.71 eV
**Structure (SMILES)**: CCOc1ccc(N2C[C@@H](C(=O)NCc3ccccn3)CC2=O)cc1
**Charge**: 0
**Gap between HOMO and LUMO**: 0.324 Eh
**Calculated total energy**: -1126.6475 a.u.
**ΔE to the lowest compared entry with this formula, charge and spin**: 27.4 kcal per mole

Question: Among the records above, which one has the lowest LUMO?
Answer: C19H21N3O